w:
{"formula": "C20H58N2O8", "method": "ωB97M-V with the def2-TZVPD basis set", "e_homo_ev": -8.66, "smiles": "COC[C@H](C)N.COC[C@H](C)N.CCO.CCO.CCO.CCO.CCO.CCO", "lumo_ev": 0.3, "orbital_gap_ha": 0.32840, "elements": ["C", "C", "O", "H", "H", "H", "H", "H", "H", "C", "C", "O", "H", "H", "H", "H", "H", "H", "C", "C", "O", "H", "H", "H", "H", "H", "H", "C", "C", "O", "H", "H", "H", "H", "H", "H", "C", "C", "O", "H", "H", "H", "H", "H", "H", "C", "C", "O", "H", "H", "H", "H", "H", "H", "C", "C", "C", "O", "C", "N", "H", "H", "H", "H", "H", "H", "H", "H", "H", "H", "H", "C", "C", "C", "O", "C", "N", "H", "H", "H", "H", "H", "H", "H", "H", "H", "H", "H"], "xyz": [[-0.125, -1.536, -4.170], [1.183, -1.074, -3.551], [1.108, 0.319, -3.323], [-0.032, -2.618, -4.382], [-0.361, -1.036, -5.105], [-0.949, -1.418, -3.474], [2.094, -1.310, -4.110], [1.302, -1.572, -2.574], [1.726, 0.573, -2.618], [1.285, 1.428, -0.238], [0.004, 0.640, 0.125], [-0.025, 0.227, 1.526], [1.565, 2.089, 0.580], [1.181, 1.927, -1.194], [2.107, 0.694, -0.343], [-0.133, -0.251, -0.509], [-0.902, 1.242, -0.082], [0.255, -0.716, 1.530], [-0.391, 3.933, -2.028], [0.357, 4.021, -3.377], [0.081, 2.974, -4.267], [0.276, 4.411, -1.297], [-0.679, 2.930, -1.738], [-1.296, 4.539, -2.014], [1.432, 4.191, -3.263], [-0.036, 4.905, -3.892], [0.206, 2.126, -3.813], [-2.038, -2.612, -0.863], [-1.898, -4.143, -0.781], [-1.047, -4.506, 0.252], [-2.882, -2.323, -1.502], [-1.170, -2.211, -1.400], [-2.089, -2.158, 0.118], [-1.473, -4.493, -1.734], [-2.871, -4.648, -0.758], [-1.523, -4.966, 0.946], [5.015, 1.254, -2.185], [4.736, 0.116, -1.275], [3.435, -0.471, -1.545], [4.900, 1.017, -3.245], [6.009, 1.696, -2.054], [4.293, 2.053, -1.975], [4.742, 0.498, -0.244], [5.527, -0.644, -1.248], [3.572, -1.329, -1.959], [-3.076, 1.411, -3.002], [-3.859, 2.551, -3.548], [-3.927, 3.625, -2.559], [-2.006, 1.504, -3.200], [-3.373, 0.476, -3.484], [-3.202, 1.353, -1.919], [-4.881, 2.209, -3.760], [-3.353, 2.881, -4.464], [-4.376, 4.353, -3.010], [2.272, -4.000, 2.868], [1.807, -2.577, 2.577], [2.937, -1.613, 2.614], [3.410, -1.548, 3.922], [4.428, -0.623, 4.067], [1.153, -2.474, 1.253], [3.146, -4.197, 2.234], [1.470, -4.726, 2.773], [2.643, -4.109, 3.898], [1.079, -2.273, 3.342], [2.584, -0.613, 2.302], [3.724, -1.936, 1.902], [4.762, -0.262, 3.088], [5.266, -1.109, 4.551], [4.024, 0.204, 4.643], [1.823, -2.211, 0.522], [0.792, -3.390, 0.995], [-3.893, 0.808, 1.868], [-3.147, 1.604, 2.947], [-2.654, 0.685, 4.000], [-3.703, 0.214, 4.726], [-3.255, -0.403, 5.896], [-1.993, 2.392, 2.434], [-4.350, 1.481, 1.113], [-4.752, 0.215, 2.217], [-3.219, 0.184, 1.261], [-3.862, 2.313, 3.386], [-1.885, 1.153, 4.634], [-2.090, -0.125, 3.479], [-2.425, -1.099, 5.705], [-4.068, -0.970, 6.361], [-2.939, 0.327, 6.668], [-2.290, 2.784, 1.542], [-1.211, 1.760, 2.209]]}



x:
{"formula": "C20H58N2O8", "method": "ωB97M-V with the def2-TZVPD basis set", "e_homo_ev": -8.54, "smiles": "COC[C@H](C)N.COC[C@H](C)N.CCO.CCO.CCO.CCO.CCO.CCO", "lumo_ev": 0.4, "orbital_gap_ha": 0.32744, "elements": ["C", "C", "O", "H", "H", "H", "H", "H", "H", "C", "C", "O", "H", "H", "H", "H", "H", "H", "C", "C", "O", "H", "H", "H", "H", "H", "H", "C", "C", "O", "H", "H", "H", "H", "H", "H", "C", "C", "O", "H", "H", "H", "H", "H", "H", "C", "C", "O", "H", "H", "H", "H", "H", "H", "C", "C", "C", "O", "C", "N", "H", "H", "H", "H", "H", "H", "H", "H", "H", "H", "H", "C", "C", "C", "O", "C", "N", "H", "H", "H", "H", "H", "H", "H", "H", "H", "H", "H"], "xyz": [[-2.970, -3.098, 3.040], [-2.614, -1.667, 2.746], [-3.722, -0.837, 2.480], [-3.564, -3.555, 2.236], [-3.650, -3.197, 3.891], [-2.121, -3.775, 3.143], [-1.959, -1.663, 1.861], [-2.014, -1.194, 3.525], [-4.061, -1.012, 1.586], [4.734, 1.289, -0.355], [5.908, 1.944, -1.073], [6.571, 0.901, -1.802], [3.964, 1.059, -1.084], [4.323, 1.978, 0.396], [5.000, 0.474, 0.318], [6.624, 2.462, -0.429], [5.543, 2.687, -1.790], [6.891, 1.269, -2.629], [-4.976, 3.837, -1.455], [-4.899, 2.335, -1.278], [-3.707, 1.718, -1.709], [-4.776, 4.129, -2.490], [-4.237, 4.367, -0.853], [-5.981, 4.163, -1.190], [-5.769, 1.893, -1.791], [-5.122, 2.058, -0.245], [-3.526, 1.997, -2.613], [2.947, -4.917, -2.106], [2.434, -5.300, -0.737], [1.902, -6.631, -0.864], [3.787, -5.492, -2.495], [3.195, -3.862, -2.232], [2.149, -5.097, -2.834], [1.611, -4.666, -0.396], [3.234, -5.321, 0.009], [1.586, -6.883, 0.009], [3.202, 5.114, -0.246], [2.068, 5.553, -1.186], [2.636, 6.199, -2.323], [3.734, 4.310, -0.750], [2.855, 4.838, 0.751], [3.809, 6.008, -0.093], [1.476, 6.279, -0.629], [1.508, 4.665, -1.481], [2.640, 5.573, -3.050], [3.131, 1.709, 3.632], [3.179, 1.935, 5.124], [4.286, 1.264, 5.692], [3.918, 2.290, 3.142], [2.159, 2.058, 3.290], [3.362, 0.689, 3.326], [2.220, 1.619, 5.555], [3.258, 3.002, 5.366], [4.442, 1.486, 6.611], [0.390, 2.077, -0.768], [-0.353, 0.930, -0.119], [0.432, 0.244, 1.001], [1.503, -0.461, 0.378], [1.138, -1.765, -0.028], [-1.693, 1.368, 0.292], [0.763, 2.809, -0.054], [-0.143, 2.508, -1.621], [1.268, 1.700, -1.307], [-0.569, 0.152, -0.866], [-0.238, -0.342, 1.635], [0.943, 0.954, 1.654], [0.880, -2.375, 0.845], [2.048, -2.242, -0.403], [0.415, -1.809, -0.845], [-2.360, 0.618, 0.434], [-2.092, 1.953, -0.431], [-4.589, -2.104, -2.550], [-4.045, -2.175, -1.099], [-2.517, -2.072, -1.165], [-1.842, -3.116, -1.812], [-1.959, -4.360, -1.180], [-4.686, -1.075, -0.369], [-4.446, -1.116, -2.991], [-5.648, -2.360, -2.598], [-4.023, -2.793, -3.186], [-4.334, -3.146, -0.698], [-2.184, -2.076, -0.114], [-2.235, -1.109, -1.589], [-2.956, -4.814, -1.166], [-1.674, -4.280, -0.122], [-1.304, -5.102, -1.632], [-4.875, -0.254, -0.931], [-5.630, -1.355, -0.118]]}



w has the most favorable energy; the next structure is 59.8 kJ/mol above.



w:
{"formula": "C2H3N3O", "method": "ωB97M-V with the def2-TZVPD basis set", "e_homo_ev": [-7.91, -7.77], "lumo_ev": [0.3, 0.1], "orbital_gap_ha": [0.30256, 0.28826], "elements": ["C", "C", "N", "N", "N", "O", "H", "H", "H"], "xyz": [[1.066, -0.552, -0.758], [-0.319, 0.238, 0.363], [0.364, 0.328, 1.459], [1.631, 0.073, 1.350], [-1.599, 0.366, -0.080], [2.018, -0.567, 0.090], [0.770, -1.175, -1.549], [-1.627, 0.220, -1.072], [-2.305, 1.069, 0.198]]}



x:
{"formula": "C2H3N3O", "method": "ωB97M-V with the def2-TZVPD basis set", "e_homo_ev": -9.83, "lumo_ev": 0.8, "orbital_gap_ha": 0.38917, "elements": ["O", "C", "N", "N", "N", "C", "H", "H", "H"], "xyz": [[1.689, 0.798, -0.935], [0.493, 0.322, -0.537], [-0.446, 1.140, -0.066], [-1.283, 0.287, 0.489], [-0.960, -0.990, 0.459], [0.193, -1.006, -0.192], [1.621, 0.730, 0.161], [-2.099, 0.612, 0.974], [0.769, -1.909, -0.349]]}



y:
{"formula": "C2H3N3O", "method": "ωB97M-V with the def2-TZVPD basis set", "e_homo_ev": -9.59, "smiles": "Oc1nc[nH]n1", "lumo_ev": 0.9, "orbital_gap_ha": 0.38531, "elements": ["O", "C", "N", "N", "C", "N", "H", "H", "H"], "xyz": [[0.014, -2.193, -0.012], [-0.056, -0.852, -0.058], [-0.214, -0.122, 1.027], [-0.123, 1.130, 0.525], [0.045, 1.085, -0.809], [0.094, -0.166, -1.219], [0.488, -2.417, 0.801], [-0.285, 1.903, 1.150], [0.166, 1.966, -1.431]]}



y has the most favorable energy; the next structure is 248.1 kJ/mol above.



w:
{"formula": "C2H3N3O", "method": "ωB97M-V with the def2-TZVPD basis set", "e_homo_ev": -10.26, "smiles": "N=C=NC(N)=O", "lumo_ev": 0.8, "orbital_gap_ha": 0.40672, "elements": ["N", "C", "N", "C", "N", "O", "H", "H", "H"], "xyz": [[-0.938, -0.620, -1.541], [-0.622, 0.054, -0.416], [0.692, -0.296, 0.010], [1.007, 0.201, 1.091], [1.281, 0.599, 2.205], [-1.353, 0.810, 0.187], [-0.307, -1.313, -1.904], [-1.886, -0.566, -1.870], [2.126, 1.132, 2.237]]}



x:
{"formula": "C2H3N3O", "method": "ωB97M-V with the def2-TZVPD basis set", "e_homo_ev": -9.48, "smiles": "Oc1nc[nH]n1", "lumo_ev": 0.9, "orbital_gap_ha": 0.38256, "elements": ["O", "C", "N", "N", "C", "N", "H", "H", "H"], "xyz": [[2.170, -0.373, -0.265], [0.851, -0.190, -0.158], [0.333, 0.988, 0.098], [-0.992, 0.694, 0.152], [-1.171, -0.625, -0.046], [-0.023, -1.220, -0.277], [2.561, 0.500, -0.120], [-1.565, 1.336, 0.673], [-2.143, -1.102, -0.055]]}



y:
{"formula": "C2H3N3O", "method": "ωB97M-V with the def2-TZVPD basis set", "e_homo_ev": -8.94, "smiles": "N#[N+][O-].C#CN", "lumo_ev": 1.0, "orbital_gap_ha": 0.36569, "elements": ["N", "C", "C", "O", "N", "N", "H", "H", "H"], "xyz": [[-0.665, -0.223, -1.587], [-0.728, -0.428, -0.245], [-0.892, -0.683, 0.920], [1.489, 0.323, 2.064], [1.641, 0.638, 0.940], [1.750, 0.923, -0.147], [0.021, 0.444, -1.916], [-1.580, -0.061, -1.976], [-1.034, -0.934, 1.947]]}



z:
{"formula": "C2H3N3O", "method": "ωB97M-V with the def2-TZVPD basis set", "e_homo_ev": -9.19, "smiles": "Oc1c[nH]nn1", "lumo_ev": 0.8, "orbital_gap_ha": 0.36877, "elements": ["O", "C", "C", "N", "N", "N", "H", "H", "H"], "xyz": [[-1.232, 1.739, -0.147], [-0.493, 0.630, -0.124], [-0.184, -0.507, -0.815], [0.735, -1.109, 0.014], [0.979, -0.419, 1.113], [0.236, 0.628, 1.026], [-0.767, 1.961, 0.812], [-0.492, -0.942, -1.752], [1.219, -1.980, -0.126]]}



w has the most favorable energy; the next structure is 20.3 kJ/mol above.



w:
{"formula": "C2H3N3O", "method": "ωB97M-V with the def2-TZVPD basis set", "e_homo_ev": -9.68, "lumo_ev": 0.0, "orbital_gap_ha": 0.35575, "elements": ["C", "C", "H", "H", "H", "N", "N", "N", "O"], "xyz": [[-0.331, 1.124, 0.034], [-1.595, 0.334, -0.042], [2.455, -0.682, 0.517], [-0.214, 2.283, 0.320], [-2.546, 0.751, -0.188], [0.565, 0.129, 0.019], [-1.175, -0.898, 0.034], [0.172, -1.035, 0.000], [1.866, 0.191, -0.121]]}



x:
{"formula": "C2H3N3O", "method": "ωB97M-V with the def2-TZVPD basis set", "e_homo_ev": -9.98, "smiles": "[O-][N+]1=NC=NC1", "lumo_ev": -0.5, "orbital_gap_ha": 0.35022, "elements": ["C", "C", "N", "N", "N", "O", "H", "H", "H"], "xyz": [[0.456, 0.784, 1.052], [-0.793, -0.473, -0.173], [-0.700, 0.219, 1.065], [1.288, 0.411, 0.032], [0.610, -0.293, -0.746], [0.918, -0.623, -1.863], [0.740, 1.641, 1.974], [-1.107, -1.594, -0.361], [-1.413, -0.072, -0.980]]}



x has the most favorable energy; the next structure is 126.7 kJ/mol above.



w:
{"formula": "C2H3N3O", "method": "ωB97M-V with the def2-TZVPD basis set", "e_homo_ev": -10.34, "smiles": "On1ccnn1", "lumo_ev": 0.7, "orbital_gap_ha": 0.40712, "elements": ["C", "C", "H", "H", "H", "N", "N", "N", "O"], "xyz": [[-0.137, 0.918, -0.058], [-1.335, 0.356, -0.110], [2.206, -1.083, 0.289], [0.435, 1.834, 0.346], [-2.322, 0.707, -0.202], [0.603, -0.254, 0.010], [-1.371, -1.024, -0.058], [-0.075, -1.268, -0.035], [1.996, -0.185, -0.181]]}



x:
{"formula": "C2H3N3O", "method": "ωB97M-V with the def2-TZVPD basis set", "e_homo_ev": [-10.27, -10.27], "lumo_ev": [-2.5, -2.5], "orbital_gap_ha": [0.28573, 0.28571], "elements": ["N", "C", "N", "C", "O", "N", "H", "H", "H"], "xyz": [[0.029, 1.105, 0.841], [-0.508, 0.183, -0.076], [-0.645, -1.155, 0.313], [1.282, 0.287, -0.301], [-1.408, 0.700, -0.789], [2.377, 0.212, -0.664], [0.144, 2.000, 0.361], [0.186, -1.720, 0.391], [-1.456, -1.612, -0.076]]}



w has the most favorable energy; the next structure is 69.2 kJ/mol above.



w:
{"formula": "C2H3N3O", "method": "ωB97M-V with the def2-TZVPD basis set", "e_homo_ev": -9.56, "smiles": "Oc1ncn[nH]1", "lumo_ev": 0.7, "orbital_gap_ha": 0.37859, "elements": ["O", "C", "N", "C", "N", "N", "H", "H", "H"], "xyz": [[0.676, 1.866, -0.323], [0.228, 0.630, -0.104], [-0.066, -0.205, -1.068], [-0.467, -1.306, -0.380], [-0.439, -1.201, 0.928], [0.019, 0.074, 1.099], [0.695, 1.891, -1.296], [-0.785, -2.202, -0.891], [0.144, 0.443, 2.030]]}



x:
{"formula": "C2H3N3O", "method": "ωB97M-V with the def2-TZVPD basis set", "e_homo_ev": [-9.91, -9.91], "lumo_ev": [-1.0, -1.0], "orbital_gap_ha": [0.32574, 0.32577], "elements": ["C", "C", "N", "O", "N", "N", "H", "H", "H"], "xyz": [[-1.403, -0.054, 0.076], [0.314, -0.009, 0.015], [0.247, -0.965, 0.725], [2.629, -0.403, 0.214], [2.379, 0.576, -0.498], [1.015, 0.870, -0.658], [-1.612, 0.923, 0.515], [-1.614, -0.108, -0.992], [-1.957, -0.830, 0.603]]}



w has the most favorable energy; the next structure is 550.5 kJ/mol above.



w:
{"formula": "C2H3N3O", "method": "ωB97M-V with the def2-TZVPD basis set", "e_homo_ev": -9.90, "smiles": "Oc1nnc[nH]1", "lumo_ev": 0.5, "orbital_gap_ha": 0.38206, "elements": ["O", "C", "N", "C", "N", "N", "H", "H", "H"], "xyz": [[0.750, -1.684, -0.729], [0.231, -0.510, -0.394], [0.358, -0.108, 0.943], [-0.146, 1.208, 0.814], [-0.612, 1.452, -0.366], [-0.425, 0.317, -1.143], [0.501, -1.828, -1.653], [-0.135, 1.924, 1.628], [-0.510, -0.748, 0.960]]}



x:
{"formula": "C2H3N3O", "method": "ωB97M-V with the def2-TZVPD basis set", "e_homo_ev": -9.70, "lumo_ev": 0.8, "orbital_gap_ha": 0.38427, "elements": ["C", "C", "H", "H", "H", "N", "N", "N", "O"], "xyz": [[-0.834, -0.183, -0.015], [1.073, 0.599, -0.076], [-2.615, 0.773, 0.151], [1.872, 1.353, 0.057], [2.003, -1.219, 0.016], [-0.173, 0.852, 0.003], [1.075, -0.698, -0.086], [-0.078, -1.255, 0.038], [-2.323, -0.223, -0.088]]}



x has the most favorable energy; the next structure is 14.5 kJ/mol above.



w:
{"formula": "C2H3N3O", "method": "ωB97M-V with the def2-TZVPD basis set", "e_homo_ev": -8.87, "smiles": "[H]/N=N/N=C=CO", "lumo_ev": 0.0, "orbital_gap_ha": 0.32702, "elements": ["O", "C", "C", "N", "N", "N", "H", "H", "H"], "xyz": [[-2.084, -0.299, 0.784], [-0.260, 0.154, 0.093], [-1.270, -0.524, -0.387], [1.903, 0.424, -0.788], [1.852, 0.600, 0.453], [0.547, 0.738, 0.821], [-1.897, -0.983, 1.434], [-1.683, -0.498, -1.386], [2.892, 0.386, -1.024]]}



x:
{"formula": "C2H3N3O", "method": "ωB97M-V with the def2-TZVPD basis set", "e_homo_ev": -9.90, "smiles": "CN=C=NN=O", "lumo_ev": 0.0, "orbital_gap_ha": 0.36346, "elements": ["C", "C", "N", "O", "N", "N", "H", "H", "H"], "xyz": [[1.365, 0.630, -0.972], [-0.460, -0.124, 0.392], [0.703, 0.026, 0.168], [-1.749, -1.362, 2.329], [-2.425, -0.820, 1.496], [-1.702, -0.171, 0.511], [1.096, 0.076, -1.877], [1.012, 1.664, -1.059], [2.446, 0.618, -0.836]]}



x has the most favorable energy; the next structure is 181.4 kJ/mol above.